No. 1
ORCA calculation (ωB97M-V/def2-TZVPD) on a 17-piece molecular cluster, C99H224N8O17 overall.

Geometry as XYZ:
```
348
Properties=species:S:1:pos:R:3:mulliken_charge:R:1
C 18.438 25.098 18.219 -2.1558
C 19.617 24.210 18.709 1.5710
C 18.915 23.004 19.398 -0.8618
C 19.859 21.859 19.740 0.5101
C 20.597 21.393 18.439 -0.0996
C 21.379 22.610 17.769 1.6918
N 20.381 23.750 17.597 0.4032
O 20.945 24.863 16.986 -0.5543
C 22.607 22.846 18.637 -1.7549
C 21.736 22.136 16.358 -1.9137
C 20.453 25.092 19.753 -1.6296
H 17.748 24.552 17.576 0.3655
H 18.838 25.958 17.680 0.6242
H 17.846 25.460 19.058 0.3558
H 18.465 23.243 20.361 0.1603
H 18.125 22.547 18.802 -0.1165
H 19.184 21.068 20.068 -0.7183
H 20.472 22.163 20.588 0.2926
H 19.903 21.051 17.671 -0.5954
H 21.174 20.492 18.645 0.6232
H 23.364 22.082 18.466 0.3481
H 23.059 23.811 18.408 0.3748
H 22.347 22.836 19.696 0.1903
H 22.158 22.964 15.789 0.4700
H 22.407 21.278 16.403 0.3057
H 20.779 21.922 15.882 0.4832
H 21.402 24.615 19.998 0.3701
H 19.846 25.158 20.656 0.3164
H 20.722 26.105 19.452 0.3388
H 20.330 25.069 16.278 0.3775
C 13.030 21.567 27.536 -1.7975
C 12.319 20.424 26.833 2.0876
C 12.820 20.405 25.373 -1.6723
C 14.131 19.746 25.218 1.7797
C 14.292 18.372 25.901 -0.0448
C 13.778 18.423 27.383 2.1061
N 12.466 19.102 27.399 0.1289
O 11.871 19.059 28.669 -0.5189
C 13.593 16.951 27.771 -2.0014
C 14.848 19.068 28.279 -1.4595
C 10.761 20.733 26.800 -1.9063
H 12.612 22.550 27.319 0.4487
H 14.091 21.607 27.290 0.2956
H 13.023 21.499 28.624 0.3646
H 12.058 19.833 24.843 -0.3119
H 12.853 21.401 24.932 0.6526
H 14.917 20.484 25.378 -0.3622
H 14.118 19.646 24.132 -0.5814
H 15.366 18.194 25.947 -0.1748
H 13.761 17.645 25.287 -0.6011
H 14.543 16.417 27.784 0.2572
H 13.054 17.031 28.715 0.5378
H 12.910 16.386 27.137 0.3604
H 14.471 19.351 29.262 0.2810
H 15.731 18.453 28.451 0.4095
H 15.280 19.953 27.813 0.3427
H 10.463 21.029 27.806 0.4456
H 10.044 19.935 26.609 0.4151
H 10.492 21.533 26.110 0.3774
H 12.509 19.539 29.201 0.4095
C 17.743 10.929 10.927 -1.7278
C 18.383 12.269 11.460 1.5260
C 17.234 13.128 12.017 -0.7278
C 16.632 12.667 13.385 -1.3600
C 17.730 12.555 14.482 0.5914
C 18.954 11.751 13.944 2.3023
N 19.376 12.042 12.543 0.4774
O 20.625 11.462 12.120 -0.4750
C 20.117 12.190 14.895 -2.0398
C 18.623 10.239 14.087 -1.6866
C 19.073 13.155 10.361 -1.5371
H 18.462 10.349 10.349 0.4536
H 16.912 10.970 10.224 0.3577
H 17.502 10.177 11.679 0.2792
H 17.525 14.158 12.223 -0.4931
H 16.468 13.188 11.244 0.7549
H 16.198 11.688 13.186 0.4569
H 15.799 13.239 13.794 0.5501
H 17.250 12.200 15.394 -0.4988
H 18.031 13.563 14.768 -0.3421
H 20.981 11.533 14.797 0.4460
H 20.518 13.153 14.580 0.3734
H 19.869 12.366 15.942 0.0903
H 19.352 9.696 13.486 0.3158
H 18.628 9.843 15.103 0.3415
H 17.668 10.057 13.594 0.3352
H 18.265 13.584 9.769 0.3931
H 19.755 12.559 9.754 0.3806
H 19.596 13.950 10.892 0.2129
H 20.397 10.531 12.063 0.3708
C 11.908 21.255 17.668 -1.9547
C 13.192 21.878 18.310 1.6483
C 12.793 23.348 18.371 -1.4842
C 13.688 24.203 19.245 -0.3681
C 13.641 23.576 20.616 -1.8072
C 14.091 22.116 20.718 1.8139
N 13.397 21.358 19.677 -0.7775
O 13.587 20.001 19.725 2.2904
C 15.611 21.941 20.614 -0.0393
C 13.519 21.582 22.093 -1.4882
C 14.426 21.717 17.414 -1.3910
H 11.860 21.545 16.618 0.4922
H 11.014 21.558 18.214 0.3573
H 12.038 20.173 17.670 0.2947
H 12.827 23.763 17.363 0.3720
H 11.801 23.416 18.818 0.3886
H 13.201 25.175 19.316 0.4756
H 14.744 24.323 19.000 0.0268
H 12.630 23.703 21.003 0.5096
H 14.121 24.234 21.340 0.4109
H 15.927 20.898 20.612 -0.2808
H 16.042 22.512 19.791 -0.0207
H 15.967 22.362 21.554 -0.0878
H 12.429 21.568 22.080 0.5333
H 13.993 20.620 22.286 -0.6289
H 13.861 22.244 22.889 0.5941
H 15.142 22.522 17.579 -0.0047
H 14.075 21.830 16.388 0.6519
H 14.876 20.729 17.509 -0.0715
H 12.701 19.651 19.608 -0.3200
C 17.589 17.383 12.089 -1.5107
C 18.676 18.177 12.903 1.6100
C 17.910 18.983 14.025 -1.2848
C 18.769 19.467 15.228 -0.9723
C 19.512 18.312 15.865 0.0730
C 20.353 17.446 14.772 1.6101
N 19.621 17.198 13.516 1.4354
O 20.339 16.396 12.617 -0.6190
C 21.672 18.263 14.465 -1.8918
C 20.683 16.126 15.528 -1.5824
C 19.392 19.117 11.951 -1.8102
H 17.235 16.461 12.550 0.0172
H 17.914 17.063 11.099 0.3259
H 16.670 17.965 12.022 0.4117
H 17.575 19.942 13.630 0.6001
H 16.986 18.555 14.412 -0.2073
H 18.094 19.875 15.981 0.6102
H 19.448 20.261 14.917 0.2292
H 18.846 17.718 16.491 -0.4144
H 20.194 18.717 16.612 0.1882
H 22.236 17.676 13.740 0.4323
H 21.487 19.221 13.978 0.2199
H 22.348 18.410 15.307 0.2961
H 19.864 15.440 15.744 0.0532
H 21.449 15.530 15.033 0.5198
H 21.199 16.393 16.450 0.1916
H 20.297 19.541 12.386 0.3200
H 18.812 19.973 11.607 0.3950
H 19.702 18.560 11.067 0.3569
H 19.921 15.534 12.668 0.2263
C 9.846 18.356 22.201 -2.5562
C 10.742 17.262 21.580 2.2201
C 10.144 15.868 21.952 -1.6924
C 10.631 14.683 21.080 0.4167
C 10.506 14.994 19.609 -1.3996
C 11.054 16.370 19.182 1.7575
N 10.579 17.403 20.120 -0.1184
O 10.880 18.720 19.717 -0.2438
C 12.576 16.321 19.026 -0.5204
C 10.404 16.681 17.806 -2.0781
C 12.198 17.422 22.183 -0.0098
H 10.293 19.336 22.368 0.1733
H 9.605 17.994 23.200 0.6301
H 8.863 18.328 21.731 0.5643
H 10.551 15.628 22.935 0.4516
H 9.069 15.963 22.104 0.3928
H 10.052 13.804 21.363 0.6571
H 11.693 14.490 21.231 -0.4259
H 9.453 14.895 19.344 0.4955
H 11.032 14.206 19.071 0.2050
H 13.129 17.259 18.974 -0.8674
H 13.042 15.726 19.810 0.1204
H 12.750 15.798 18.086 0.7778
H 9.330 16.817 17.934 0.5661
H 10.756 17.607 17.353 0.1750
H 10.630 15.932 17.046 0.3741
H 12.102 17.501 23.266 0.7343
H 12.730 18.271 21.754 -0.7105
H 12.885 16.600 21.983 -0.5682
H 10.019 19.139 19.785 0.2738
C 22.758 14.563 23.784 0.6149
C 23.979 14.646 24.763 1.8474
C 25.242 14.659 23.949 -1.4578
C 25.562 16.013 23.329 0.7754
C 25.672 17.115 24.368 -1.6251
C 24.359 17.232 25.196 1.9079
N 23.994 15.862 25.695 0.0123
O 22.926 15.842 26.599 -0.3717
C 24.714 18.079 26.457 -2.1482
C 23.221 18.018 24.415 -1.3011
C 24.044 13.399 25.676 -2.2122
H 21.832 14.544 24.359 -1.4100
H 22.795 13.648 23.192 0.5779
H 22.739 15.458 23.163 -0.2135
H 26.027 14.310 24.620 0.3897
H 25.142 13.980 23.103 0.2881
H 24.716 16.303 22.706 -0.7642
H 26.425 15.954 22.665 0.5160
H 25.809 18.065 23.851 0.5450
H 26.589 17.043 24.953 0.3552
H 23.848 18.175 27.112 0.4688
H 25.589 17.720 26.999 0.4384
H 24.906 19.098 26.123 0.4318
H 23.318 19.091 24.251 0.7718
H 22.945 17.558 23.466 -0.3148
H 22.320 17.882 25.014 0.3638
H 24.767 13.401 26.492 0.4992
H 24.214 12.453 25.161 0.3426
H 23.089 13.362 26.200 0.4021
H 23.439 15.919 27.407 0.4293
C 19.120 15.362 19.905 -0.4351
C 19.402 16.618 20.816 2.0159
C 19.510 17.836 19.862 -0.2933
C 18.188 18.285 19.290 -0.0993
C 17.257 18.568 20.518 0.0687
C 17.081 17.371 21.424 2.6894
N 18.400 16.864 21.848 0.6581
O 18.334 15.806 22.761 1.3409
C 16.420 18.008 22.726 -1.1262
C 16.116 16.363 20.812 0.8266
C 20.806 16.514 21.466 -0.4108
H 18.682 14.567 20.510 -0.4432
H 20.021 14.874 19.531 0.4921
H 18.482 15.568 19.046 -0.8250
H 19.953 18.719 20.323 -0.7276
H 20.193 17.520 19.073 0.3995
H 17.845 17.524 18.589 -0.4777
H 18.408 19.141 18.652 0.5461
H 16.262 18.768 20.121 -0.0296
H 17.603 19.441 21.072 -0.5559
H 15.752 18.854 22.568 -0.3787
H 15.842 17.321 23.345 -0.1875
H 17.165 18.477 23.369 0.2890
H 16.007 15.611 21.593 -0.4877
H 15.132 16.814 20.689 -0.9663
H 16.518 16.068 19.843 -0.3816
H 20.909 15.544 21.952 -0.7632
H 20.920 17.410 22.076 0.7185
H 21.585 16.500 20.704 -0.7689
H 18.738 16.145 23.563 -0.6613
C 23.984 17.903 19.598 0.3789
C 24.270 19.353 19.789 0.7287
C 23.266 19.944 20.786 -0.4599
O 25.638 19.463 20.250 -0.6405
H 24.000 17.285 20.496 -0.8855
H 24.699 17.462 18.904 0.6932
H 22.981 17.779 19.190 -0.3853
H 24.197 19.846 18.820 0.0326
H 23.452 21.012 20.899 0.2988
H 23.361 19.486 21.770 0.0606
H 22.207 19.806 20.566 -0.1442
H 26.286 19.024 19.695 0.3682
C 17.931 12.270 18.583 0.0661
C 16.646 11.427 18.687 1.1216
C 16.696 10.109 17.933 -1.7190
O 16.415 11.134 20.077 -0.0020
H 18.025 12.647 17.565 -0.5394
H 18.811 11.714 18.906 0.5105
H 17.861 13.144 19.230 -0.4592
H 15.803 11.934 18.218 -0.0850
H 16.461 10.283 16.883 0.3668
H 15.838 9.512 18.242 0.4080
H 17.653 9.586 17.927 0.3331
H 17.255 10.879 20.465 -0.1098
C 18.380 16.984 26.213 -1.4416
C 19.608 16.036 26.130 0.8334
C 19.282 14.659 25.735 -1.0344
O 20.423 16.591 25.125 0.0664
H 17.823 17.285 25.326 -0.0107
H 18.811 17.879 26.661 0.4758
H 17.643 16.545 26.885 0.4162
H 20.201 15.897 27.034 0.6993
H 18.545 14.573 24.936 -0.3081
H 18.792 14.201 26.593 0.6258
H 20.162 14.064 25.493 0.1241
H 21.293 16.236 25.323 -0.7106
C 19.595 12.403 23.041 -1.0728
C 19.685 11.709 21.695 3.1939
C 21.044 11.184 21.330 -1.4073
O 18.883 10.543 21.764 -0.6900
H 20.053 11.761 23.794 0.5552
H 18.540 12.572 23.259 0.1946
H 20.054 13.390 23.075 -0.3157
H 19.274 12.395 20.954 -1.5285
H 21.013 10.505 20.478 0.4563
H 21.447 10.619 22.170 0.4183
H 21.646 12.075 21.153 -0.0406
H 19.190 10.063 22.537 0.4037
C 15.200 12.743 22.686 -0.4193
C 14.805 13.312 24.084 0.0435
C 14.016 14.596 24.063 -0.2496
O 13.963 12.335 24.779 -0.6299
H 14.355 12.662 22.002 0.4595
H 15.708 11.785 22.796 0.3657
H 15.932 13.394 22.208 -0.2364
H 15.741 13.542 24.593 0.0875
H 13.894 15.051 25.046 0.1417
H 13.051 14.400 23.596 0.0941
H 14.448 15.387 23.451 -0.1594
H 13.230 12.086 24.211 0.3758
C 19.377 21.396 23.511 -1.0196
C 18.336 22.454 23.436 1.9988
C 17.019 21.833 23.992 -1.7280
O 18.759 23.497 24.269 -0.6673
H 19.068 20.571 22.868 -0.3266
H 19.601 21.091 24.533 0.3888
H 20.377 21.728 23.233 0.6235
H 18.219 22.871 22.436 -0.9025
H 16.242 22.593 23.908 0.3677
H 17.132 21.581 25.047 0.8890
H 16.699 20.967 23.413 0.1588
H 19.577 23.856 23.917 0.4292
C 11.729 9.641 19.241 -1.5853
C 12.988 10.460 19.255 1.0339
C 12.804 11.975 19.054 -0.8262
O 13.572 10.369 20.557 -0.6209
H 11.740 8.702 19.794 0.4089
H 11.444 9.350 18.230 0.3445
H 10.964 10.261 19.708 0.2890
H 13.743 10.089 18.563 -0.1385
H 12.154 12.453 19.786 -0.0247
H 12.319 12.134 18.091 0.5732
H 13.688 12.612 19.015 0.1135
H 14.524 10.458 20.474 0.2488
C 24.006 14.214 20.077 -0.2619
C 23.939 13.297 18.872 0.3607
C 23.282 14.071 17.666 -0.8792
O 25.253 12.913 18.460 -0.6061
H 24.488 15.158 19.824 0.3414
H 24.475 13.785 20.963 0.2374
H 23.032 14.502 20.471 -0.3602
H 23.327 12.442 19.160 0.1877
H 23.033 13.379 16.862 0.4446
H 23.886 14.855 17.210 0.3996
H 22.347 14.498 18.028 -0.1513
H 25.712 12.432 19.152 0.3532
C 15.451 17.849 16.189 -0.7922
C 15.515 16.432 15.633 2.0045
C 16.132 15.446 16.607 -0.3382
O 14.181 16.035 15.355 -0.6561
H 14.921 17.792 17.140 -0.1631
H 14.899 18.552 15.565 0.9701
H 16.434 18.081 16.597 -0.4285
H 16.033 16.541 14.680 -0.8313
H 17.153 15.701 16.892 -0.1542
H 16.204 14.513 16.049 0.0437
H 15.603 15.341 17.555 -0.0894
H 13.882 16.719 14.752 0.5228
```

For the total energy, the calculation gives -5623.086055 Ha. The calculation puts the orbital gap at 8.1 eV. The calculation puts the lowest unoccupied orbital energy at 0.4 eV. Its HOMO energy is -0.2826 Eh. The multiplicity is 1.



No. 2
ORCA calculation (ωB97M-V/def2-TZVPD) on one molecule with the formula C6H9N.

Geometry as XYZ:
```
16
Properties=species:S:1:pos:R:3:mulliken_charge:R:1
C 2.859 0.578 0.460 -0.9382
C 1.726 -0.186 0.068 0.2138
C 1.009 -0.815 -0.688 -0.2472
C -0.416 -1.088 -0.766 -0.3194
N -1.057 -0.511 0.416 -0.2885
C -2.442 -0.144 0.239 -0.3712
C -1.386 0.899 0.316 -0.4081
H 2.818 1.615 0.068 0.2150
H 3.362 -0.294 -0.053 0.2408
H 3.281 0.547 1.457 0.3132
H -0.813 -0.672 -1.706 0.3092
H -0.591 -2.164 -0.770 0.3467
H -3.088 -0.345 1.088 0.2295
H -2.876 -0.331 -0.743 0.2345
H -1.129 1.421 -0.607 0.2292
H -1.259 1.493 1.220 0.2407
```

For the total energy, the calculation gives -288.607926 Ha. The calculation puts the orbital gap at 10.0 eV. Its SMILES is CC#CCN1CC1. The calculation puts the lowest unoccupied orbital energy at 0.9 eV. Its HOMO energy is -0.3344 Eh. The multiplicity is 1.



No. 3
ORCA calculation (ωB97M-V/def2-TZVPD) on one molecule with the formula C2H4N2O2S.

Geometry as XYZ:
```
11
Properties=species:S:1:pos:R:3:mulliken_charge:R:1
O -1.878 1.035 -1.330 -0.5933
C -0.962 0.619 -0.664 0.4643
N -0.116 -0.380 -1.182 -0.2284
O 1.182 -0.533 -0.642 -0.2490
C 1.081 -0.834 0.720 -0.2856
S 0.634 0.678 1.611 -0.0185
N -0.791 0.912 0.665 -0.2472
H -0.045 -0.275 -2.184 0.2860
H 2.074 -1.153 1.049 0.2956
H 0.341 -1.614 0.885 0.3119
H -1.520 1.545 1.072 0.2642
```

For the total energy, the calculation gives -736.727114 Ha. The calculation puts the orbital gap at 9.5 eV. Its SMILES is O=C1NOCSN1. The calculation puts the lowest unoccupied orbital energy at 0.6 eV. Its HOMO energy is -0.3262 Eh. The multiplicity is 1.



No. 4
ORCA calculation (ωB97M-V/def2-TZVPD) on H3NO6PS2 as an isolated structure.

Geometry as XYZ:
```
13
Properties=species:S:1:pos:R:3:mulliken_charge:R:1
O -1.662 1.480 1.827 -0.6094
S -1.321 0.296 1.130 0.8701
O -1.992 -0.891 1.555 -0.6307
N -1.486 0.427 -0.473 -0.3747
S -0.086 0.818 -1.135 0.8495
O -0.255 1.135 -2.508 -0.6662
O 0.652 1.821 -0.395 -0.6697
P 1.277 -0.885 -1.149 0.1790
O 0.414 -2.176 -0.693 -0.3709
O 2.366 -0.478 0.002 -0.4409
H 0.005 0.107 1.344 0.1433
H -0.043 -2.081 0.170 0.3439
H 2.131 0.427 0.324 0.3766
```

For the total energy, the calculation gives -1645.810248 Ha. The calculation puts the orbital gap at 8.7 eV. The calculation puts the lowest unoccupied orbital energy at 3.4 eV. Its HOMO energy is -0.1951 Eh. The charge is -1. The multiplicity is 1.



No. 5
ORCA calculation (ωB97M-V/def2-TZVPD) on one molecule with the formula C3H5N2PS.

Geometry as XYZ:
```
12
Properties=species:S:1:pos:R:3:mulliken_charge:R:1
C 1.448 -0.905 -0.856 -0.4557
C 1.240 -0.546 -2.095 -0.2661
C -0.374 0.191 -0.429 0.2622
N 0.515 -0.591 0.036 -0.3521
N -1.253 0.931 0.762 -0.3311
P -1.070 -0.092 2.155 -0.0015
S -0.125 0.587 -2.129 -0.1464
H 2.290 -1.482 -0.647 0.4038
H 1.765 -0.548 -2.967 0.4818
H -2.165 1.085 0.352 0.3205
H -2.083 0.730 2.886 0.0418
H -0.188 0.639 2.932 0.0429
```

For the total energy, the calculation gives -966.142464 Ha. The calculation puts the orbital gap (spin up / spin down) at 6.0 / 5.9 eV. The calculation puts the lowest unoccupied orbital energy (spin up / spin down) at 0.7 / -2.9 eV. Its HOMO energy (spin up / spin down) is -0.1936 / -0.3253 Eh. The multiplicity is 3.



no.,molecular weight (g mol⁻¹)
1,1798.92
2,95.14
3,120.13
4,208.13
5,132.13